No. 1
The following is a DFT calculation (ωB97M-V/def2-TZVPD) of C51H32AuCl4N4OS as an isolated structure in a non-equilibrium geometry.

Structure (XYZ):
```
94
Properties=species:S:1:pos:R:3:lowdin_charge:R:1
Au 0.0757 0.1819 -0.5972 1.4372
Cl 7.5382 -5.1350 1.2236 0.7063
C 6.1023 -4.2051 1.0316 -0.6697
C 5.0571 -4.3567 1.9307 -0.0860
C 3.8983 -3.6170 1.7744 -0.0306
C 3.7716 -2.7022 0.7288 -0.1902
C 4.8510 -2.5431 -0.1479 -0.0243
C 6.0036 -3.2916 -0.0087 -0.0824
C 2.5799 -1.8541 0.5163 -0.0517
C 1.3033 -2.3903 0.4414 -0.2102
C 0.9525 -3.7410 0.7581 0.0283
C -0.3901 -3.8465 0.6386 0.0246
C -0.8822 -2.5862 0.1693 -0.2149
C -2.2093 -2.3357 -0.1638 -0.0599
C -3.1960 -3.4366 -0.0353 -0.2060
C -3.0182 -4.6131 -0.7647 -0.0286
C -3.9395 -5.6419 -0.6919 -0.0835
C -5.0373 -5.5173 0.1482 -0.6684
Cl -6.1621 -6.8192 0.2752 0.7004
C -5.2378 -4.3532 0.8749 -0.0864
C -4.3339 -3.3105 0.7581 -0.0324
C -2.6317 -1.1570 -0.7903 -0.2138
N -1.8066 -0.1247 -1.1603 -0.0294
C -2.5295 0.6775 -1.9971 -0.2224
C -2.0966 1.8817 -2.5763 -0.0527
C -2.8881 2.3871 -3.7204 -0.2014
C -2.9695 1.5756 -4.8551 -0.0179
C -3.6566 1.9958 -5.9787 -0.0838
C -4.3006 3.2250 -5.9649 -0.6694
Cl -5.1712 3.7519 -7.3551 0.7033
C -4.2676 4.0239 -4.8315 -0.0866
C -3.5566 3.6094 -3.7186 -0.0301
C -0.9789 2.5655 -2.1160 -0.2007
C -0.6616 3.9303 -2.4109 0.0327
C 0.4544 4.2428 -1.7126 0.0329
C 0.8769 3.0579 -1.0247 -0.2091
N -0.0156 2.0537 -1.2887 -0.0280
C 2.0856 2.9348 -0.3499 -0.0458
C 2.5648 1.7022 0.1254 -0.2134
C 3.7930 1.5148 0.8116 0.0221
C 3.9658 0.1682 0.9647 0.0227
C 2.8183 -0.4655 0.4192 -0.2262
N 1.9624 0.4832 -0.0629 -0.0267
C 2.9802 4.1091 -0.2457 -0.1967
C 4.2744 4.0372 -0.7686 -0.0294
C 5.1396 5.1121 -0.6882 -0.0836
C 4.7207 6.2806 -0.0671 -0.6682
Cl 5.8042 7.6144 0.0676 0.7023
C 3.4389 6.3751 0.4549 -0.0865
C 2.5750 5.2983 0.3590 -0.0279
C -3.8523 0.1752 -2.1196 0.0338
C -3.9197 -0.9546 -1.3563 0.0337
N 0.1682 -1.7077 0.0757 -0.0167
H 5.1563 -5.0535 2.7511 0.1113
H 3.1019 -3.7127 2.5008 0.1144
H 4.7656 -1.8365 -0.9627 0.1275
H 6.8230 -3.1748 -0.7036 0.1125
H 1.6404 -4.5132 1.0503 0.1130
H -1.0025 -4.7086 0.8307 0.1205
H -2.1735 -4.7028 -1.4350 0.1289
H -3.8166 -6.5384 -1.2832 0.1121
H -6.1088 -4.2570 1.5080 0.1112
H -4.5027 -2.3887 1.3009 0.1196
H -2.4627 0.6193 -4.8628 0.1281
H -3.6910 1.3819 -6.8676 0.1117
H -4.7954 4.9671 -4.8257 0.1114
H -3.5598 4.2143 -2.8210 0.1245
H -1.2396 4.5686 -3.0545 0.1137
H 0.9609 5.1905 -1.6723 0.1192
H 4.4404 2.2995 1.1585 0.1233
H 4.7859 -0.3367 1.4430 0.1258
H 4.5911 3.1326 -1.2700 0.1267
H 6.1324 5.0485 -1.1108 0.1122
H 3.1227 7.2912 0.9336 0.1112
H 1.5839 5.3679 0.7891 0.1270
H -4.6404 0.6265 -2.6965 0.1282
H -4.7601 -1.6137 -1.2317 0.1205
C -1.6538 2.1375 3.8512 -0.2149
S -1.6985 1.0412 2.4032 0.9300
O -0.5856 1.5288 1.5254 -0.6005
C -1.0457 -0.3789 3.3045 -0.4091
C 0.3030 -0.4468 3.6116 -0.0837
C 0.7696 -1.5292 4.3404 -0.0656
C -0.1079 -2.5251 4.7512 -0.0683
C -1.4505 -2.4613 4.4091 -0.0661
C -1.9240 -1.3838 3.6753 -0.0902
H -0.6940 2.0360 4.3505 0.0592
H -2.4712 1.8541 4.5119 0.0622
H -1.7886 3.1556 3.4921 0.0559
H 0.9738 0.3365 3.2765 0.1137
H 1.8203 -1.5870 4.5941 0.1099
H 0.2515 -3.3558 5.3441 0.1096
H -2.1309 -3.2429 4.7204 0.1116
H -2.9663 -1.3094 3.3916 0.1035
```

## Properties
LUMO (alpha / beta)	-4.21 / -4.21	eV
HOMO (alpha / beta)	-9.768 / -9.768	eV
F_max	1.06	eV/Å
total charge	+1

---

No. 2
The following is a DFT calculation (ωB97M-V/def2-TZVPD) of C37H30BN3O8Pd as an isolated structure.

Structure (XYZ):
```
80
Properties=species:S:1:pos:R:3:lowdin_charge:R:1
Pd -0.9080 -0.0060 -0.8149 0.8580
C 0.4679 0.0449 -4.3317 -0.0419
C -0.9112 0.3262 -4.8483 -0.2001
C -1.1027 1.0028 -6.0472 -0.0758
C -2.3763 1.2860 -6.5177 -0.1257
C -3.4750 0.8878 -5.7710 -0.0826
C -3.3179 0.2067 -4.5703 -0.2110
C -4.5115 -0.2055 -3.7577 -0.0501
C -2.0261 -0.0846 -4.1038 -0.1947
N -1.8517 -0.7097 -2.8588 0.0536
C -2.2058 -1.9728 -2.7545 -0.5240
O -2.5813 -2.7657 -3.6418 -0.0352
C -2.2285 -2.5054 -1.3235 -0.1482
C -2.6211 -3.8166 -1.1170 -0.0105
C -2.7988 -4.2751 0.1768 -0.0588
C -2.6472 -3.3878 1.2229 -0.0088
C -2.2360 -2.0895 0.9529 -0.1478
N -1.9752 -1.6772 -0.2918 0.0629
C -2.2437 -1.1139 2.1155 -0.4152
O -3.0972 -1.3128 2.9856 0.0294
N -1.3534 -0.1199 2.1035 0.1451
C -1.4374 0.8572 3.1455 -0.1276
C -1.8910 2.1381 2.8200 -0.1823
C -2.2839 2.4751 1.4105 -0.0203
C -1.9436 3.1005 3.8225 -0.0601
C -1.5463 2.8049 5.1172 -0.1083
C -1.0837 1.5343 5.4170 -0.0653
C -1.0190 0.5460 4.4393 -0.1836
C -0.4580 -0.8086 4.7715 -0.0103
H 1.2250 0.3313 -5.0642 0.0717
H 0.5904 -1.0128 -4.0909 0.0812
H 0.6391 0.6061 -3.4118 0.0503
H -0.2323 1.3162 -6.6148 0.0943
H -2.5107 1.8214 -7.4509 0.0800
H -4.4787 1.1131 -6.1190 0.0911
H -5.4279 0.2169 -4.1758 0.0635
H -4.4052 0.1318 -2.7240 0.0807
H -4.6009 -1.2937 -3.7343 0.0704
H -2.7962 -4.4219 -1.9947 0.1069
H -3.0920 -5.3015 0.3644 0.0971
H -2.8542 -3.6526 2.2491 0.1116
H -2.9824 1.7398 1.0070 0.0819
H -1.4144 2.4722 0.7482 0.0731
H -2.7454 3.4629 1.3686 0.0729
H -2.2926 4.0968 3.5736 0.0976
H -1.5875 3.5662 5.8882 0.0856
H -0.7568 1.2973 6.4240 0.0951
H 0.5145 -0.9520 4.2943 0.0795
H -1.1248 -1.6017 4.4354 0.0740
H -0.3248 -0.9047 5.8510 0.0714
O 1.5562 3.3986 -1.2941 -0.0026
C 1.2734 2.1989 -1.2274 -0.6216
O 0.0981 1.7257 -1.3758 -0.1517
C 2.4327 1.2368 -0.9903 -0.1199
C 2.3467 -0.1270 -1.2330 -0.0328
C 3.4179 -0.9908 -0.9851 0.0185
C 4.5626 -0.4279 -0.4851 -0.2207
O 5.7318 -1.0528 -0.0869 0.0064
C 6.6371 0.0142 0.1458 -0.1825
O 5.8949 1.2060 0.3193 0.0074
C 4.6582 0.9285 -0.2482 -0.2052
C 3.6234 1.7880 -0.4969 0.0641
H 1.4117 -0.5435 -1.5858 0.0845
H 3.3299 -2.0574 -1.1425 0.1204
H 7.2983 0.1210 -0.7287 0.1274
H 7.2119 -0.1908 1.0492 0.1280
H 3.6759 2.8506 -0.3076 0.1277
O 0.7349 1.0550 1.5191 0.0994
B -0.1436 -0.0503 1.0671 -0.7244
O 0.6924 -1.2951 1.2681 0.0830
C 1.7818 -0.9068 1.9477 -0.2682
C 2.7989 -1.6909 2.4478 -0.0236
C 3.8488 -1.0573 3.1288 -0.1299
C 3.8606 0.3168 3.2947 -0.1253
C 2.8271 1.1129 2.7817 -0.0059
C 1.8005 0.4887 2.1098 -0.2354
H 2.7824 -2.7645 2.3040 0.1082
H 4.6622 -1.6551 3.5241 0.0827
H 4.6845 0.7884 3.8177 0.0846
H 2.8301 2.1904 2.8883 0.1167
```

## Properties
LUMO	4.42	eV
HOMO	-1.906	eV
F_max	0.19	eV/Å
energy above the lowest of the compared OMol25 structures with the same formula, charge and spin	0.0	kcal/mol
total charge	-2

---

No. 3
The following is a DFT calculation (ωB97M-V/def2-TZVPD) of C25H18ClN7O4PtS2 as an isolated structure in a non-equilibrium geometry.

Structure (XYZ):
```
58
Properties=species:S:1:pos:R:3:lowdin_charge:R:1
Pt 0.7930 -1.7561 1.6226 1.0736
S 3.0681 -2.0173 0.2927 0.7803
C 3.3049 -3.6365 0.7027 -0.7234
C 4.3693 -4.2981 0.0182 -0.2821
N 5.2342 -4.8163 -0.5339 0.1983
C 2.6084 -4.3611 1.6806 -0.6801
S 1.3663 -3.7828 2.6761 0.8182
C 3.0111 -5.7047 1.9411 -0.2737
N 3.3365 -6.7817 2.1767 0.2044
C 1.5519 5.8825 -3.5180 -0.0823
O 1.6433 4.4856 -3.7119 -0.0794
C 0.4922 3.7817 -3.8350 -0.2839
C 0.6273 2.3890 -3.8275 0.0009
C -0.4788 1.5770 -3.8319 -0.0109
C -1.7772 2.1425 -3.8254 -0.3089
C -1.8956 3.5353 -3.9731 -0.0159
C -0.7796 4.3457 -3.9498 -0.0212
N -2.9067 1.4289 -3.5891 0.0629
N -2.9860 0.2074 -3.2411 0.0844
C -2.4858 -0.4563 -2.2145 -0.2296
C -2.6057 -1.8757 -2.2026 0.0048
C -1.8343 -2.6551 -1.3876 0.0189
C -0.8876 -2.0796 -0.5145 -0.3403
O -0.0145 -2.8116 0.1344 -0.2516
C -0.8955 -0.6706 -0.3582 -0.1421
N -0.0750 -0.1451 0.6009 -0.0331
C -0.1012 1.1508 0.8594 -0.0956
C -0.9898 2.0060 0.2260 -0.0248
C -1.8180 1.5083 -0.7688 0.0202
C -1.7483 0.1643 -1.1233 -0.0699
H 2.5682 6.2259 -3.3443 0.0926
H 0.9388 6.1248 -2.6448 0.0963
H 1.1430 6.3848 -4.3985 0.0941
H 1.6268 1.9756 -3.7943 0.1221
H -0.3690 0.5009 -3.8125 0.1172
H -2.8850 3.9659 -4.0434 0.1142
H -0.9007 5.4183 -4.0072 0.1041
H -3.2836 -2.3270 -2.9137 0.1178
H -1.9070 -3.7331 -1.4001 0.1295
H 0.5910 1.5254 1.6024 0.1061
H -1.0246 3.0472 0.5087 0.1098
H -2.5408 2.1588 -1.2376 0.1215
Cl -1.5819 -2.5430 5.6485 0.5770
C -2.2748 -3.4445 4.2810 -0.4693
C -1.9153 -2.8502 2.8839 -0.7409
O -2.3075 -3.4911 1.9258 0.0483
O -1.2352 -1.7632 2.8936 -0.2091
H -3.3541 -3.4621 4.3998 0.0770
H -1.8778 -4.4560 4.3130 0.0754
N 0.6007 -0.3648 4.1617 0.0242
C 0.9696 0.7065 4.8673 -0.0575
C 2.1070 1.2233 4.2731 -0.0463
C 2.3572 0.3883 3.1843 -0.1399
N 1.4336 -0.5694 3.1391 -0.1936
H -0.2415 -0.9564 4.2331 0.0692
H 0.4173 1.0376 5.7288 0.1292
H 2.6745 2.0839 4.5758 0.1020
H 3.1444 0.4372 2.4512 0.1110
```

## Properties
LUMO (alpha / beta)	-0.92 / -3.06	eV
expectation value of S²	6.1404
multiplicity	5
HOMO (alpha / beta)	-6.730 / -8.585	eV
F_max	1.55	eV/Å
energy above the lowest of the compared OMol25 structures with the same formula, charge and spin	14.3	kcal/mol

---

No. 4
The following is a DFT calculation (ωB97M-V/def2-TZVPD) of a single C19H29N5O3S molecule.

Structure (XYZ):
```
57
Properties=species:S:1:pos:R:3:lowdin_charge:R:1
C -3.8332 -2.6998 0.8456 -0.1002
C -4.5375 -1.8119 1.8661 -0.2318
C -5.8654 -1.2562 1.3432 -0.1817
N -5.6667 -0.3583 0.2280 0.0749
C -5.7245 0.9736 0.3498 -0.4782
O -6.0935 1.5783 1.3330 0.0650
C -5.2446 1.7126 -0.9204 -0.0308
N -3.7944 1.7512 -0.9249 0.0344
C -3.1403 2.8071 -0.3885 -0.1110
N -1.8614 2.9255 -0.3077 0.0831
C -1.1438 1.8987 -0.7992 -0.5221
C -1.6856 0.7448 -1.3645 -0.0970
C -0.6913 -0.1837 -1.7900 -0.2085
C 0.5745 0.2859 -1.5412 -0.3492
C 1.8373 -0.4127 -1.8528 -0.5028
O 1.8551 -1.5126 -2.3777 0.0636
N 2.9610 0.2799 -1.5549 0.0475
H 2.9093 1.0943 -0.9606 0.0804
C 4.2689 -0.3219 -1.6201 -0.1504
H 4.1881 -1.2269 -2.2249 0.1208
H 4.9538 0.3796 -2.1045 0.1160
C 4.7654 -0.6660 -0.2074 -0.1695
N 4.6991 0.5097 0.6446 -0.2089
C 5.9025 1.3185 0.6335 -0.2482
C 7.1020 0.7492 1.4006 -0.0817
H 7.9526 1.4175 1.2967 0.0709
H 7.3854 -0.2270 1.0137 0.0629
H 6.8710 0.6466 2.4580 0.0649
H 5.6433 2.2959 1.0526 0.1151
H 6.1845 1.4707 -0.4114 0.1094
C 4.1475 0.2637 1.9662 -0.2571
C 2.6246 0.1618 1.9178 -0.0829
H 2.3033 -0.6530 1.2734 0.0652
H 2.2001 1.0885 1.5399 0.0428
H 2.2350 -0.0174 2.9168 0.0737
H 4.4162 1.1089 2.6035 0.1161
H 4.5613 -0.6491 2.4244 0.1194
H 4.1163 -1.4416 0.2024 0.1222
H 5.7799 -1.0810 -0.2772 0.1156
S 0.5735 1.8670 -0.7847 1.1395
C -0.9965 -1.4953 -2.4195 -0.0142
H -2.0553 -1.5657 -2.6476 0.0689
H -0.7169 -2.3027 -1.7441 0.0973
H -0.4045 -1.6236 -3.3225 0.0877
C -3.1176 0.6250 -1.4267 -0.3373
O -3.7610 -0.3264 -1.8451 0.0365
H -3.7490 3.6092 0.0039 0.1437
H -5.6328 2.7310 -0.9063 0.1331
H -5.5795 1.1865 -1.8172 0.1337
H -5.2420 -0.7457 -0.6078 0.1086
H -6.5132 -2.0765 1.0208 0.1218
H -6.3691 -0.6858 2.1267 0.1176
H -4.7405 -2.3866 2.7714 0.1054
H -3.8898 -0.9757 2.1393 0.1106
H -2.9122 -3.0967 1.2658 0.0715
H -4.4700 -3.5365 0.5663 0.0753
H -3.5797 -2.1454 -0.0547 0.0485
```

## Properties
LUMO	-0.05	eV
HOMO	-8.597	eV
F_max	0.76	eV/Å
energy above the lowest of the compared OMol25 structures with the same formula, charge and spin	0.8	kcal/mol
structure (SMILES)	CCCNC(=O)Cn1cnc2sc(C(=O)NCCN(CC)CC)c(C)c2c1=O